# 1
75
Properties=species:S:1:pos:R:3:forces:R:3 method="wB97M-V/def2-TZVPD" mol_weight_da=689.67 homo_lumo_gap_ev="6.678 / 6.671" lumo_ev="-4.70 / -4.71" total_energy_ha=-2480.45944 charge=+1
Pd -0.73867 -0.09880 0.30870 1.706 -1.914 3.482
B -1.43470 -1.59746 3.65718 0.203 0.253 0.064
N -0.83060 -2.42600 2.51028 -0.444 -0.209 0.164
C -0.71060 -3.75399 2.50698 0.104 0.028 -0.361
C 0.03889 -4.13674 1.40564 0.068 0.292 -0.136
C 0.34743 -2.94003 0.77427 0.163 -0.308 -0.015
N -0.17914 -1.91685 1.46614 0.186 1.338 -1.221
N -2.29314 -0.45811 3.05619 -0.029 -0.058 0.063
C -3.13993 0.29852 3.75272 -0.194 0.418 -0.276
C -3.73459 1.21102 2.89236 0.104 -0.056 0.033
C -3.17791 0.93073 1.65507 -0.397 -0.322 0.499
N -2.32439 -0.09689 1.77454 -0.676 0.680 -1.340
H -2.13976 -2.30707 4.29431 -0.120 -0.257 0.214
H -0.53893 -1.12397 4.29207 0.227 0.172 0.184
H -1.15614 -4.35240 3.27357 -0.108 -0.016 0.269
H 0.32215 -5.12688 1.11031 0.052 -0.135 -0.021
H 0.93364 -2.77732 -0.11917 -0.109 0.041 0.074
H -3.27849 0.15432 4.80391 0.002 -0.146 0.248
H -4.46162 1.95876 3.12920 -0.158 0.150 0.085
H -3.38380 1.39496 0.70575 0.107 0.015 -0.034
C 1.85972 3.67700 3.77598 -0.187 -0.178 -0.700
Si 1.38820 2.97021 2.07500 -0.005 0.198 0.247
C 1.79809 4.18669 0.65760 -0.068 -0.513 0.538
C -0.44929 2.50041 1.98264 0.751 0.081 -0.111
C 2.42350 1.33812 1.98277 -0.919 0.497 -0.090
Te 1.86387 0.02708 0.40133 0.493 0.441 -0.908
C 2.62443 1.30956 -1.13741 0.533 -0.675 -0.080
Si 4.19004 0.43950 -1.84745 -0.068 0.105 -0.040
C 5.28704 -0.09376 -0.38066 -0.480 0.268 -0.518
C 3.53020 -1.12740 -2.71569 0.325 0.717 0.278
C 5.04462 1.70588 -2.98024 -0.292 -0.667 0.415
H 1.31846 4.59613 3.97364 -0.099 0.215 0.027
H 2.92193 3.90122 3.81528 0.190 0.069 -0.030
H 1.64459 2.98819 4.58800 -0.101 -0.189 0.037
H 1.44040 5.18025 0.91568 -0.074 0.129 0.133
H 1.31068 3.91083 -0.27493 -0.075 -0.114 -0.067
H 2.86614 4.27050 0.46891 0.151 0.019 0.033
H -1.08635 3.27095 2.40356 -0.070 0.229 0.080
H -0.62054 1.59347 2.56663 -0.054 0.011 -0.024
H -0.77544 2.34836 0.94062 0.120 0.061 0.299
H 2.26926 0.75791 2.88938 -0.076 -0.026 0.168
H 3.49192 1.53275 1.89734 0.076 -0.144 -0.280
H 2.86353 2.26977 -0.69814 -0.036 0.104 0.183
H 1.86267 1.45624 -1.89820 -0.142 -0.053 -0.054
H 4.72657 -0.72567 0.30832 0.023 -0.112 0.025
H 5.66534 0.75460 0.18277 0.058 0.196 0.044
H 6.14366 -0.66536 -0.72349 0.139 -0.105 -0.103
H 2.93762 -1.71520 -2.01623 -0.060 -0.108 0.111
H 4.33997 -1.75548 -3.06639 0.217 -0.166 -0.058
H 2.90755 -0.88852 -3.57189 -0.142 0.118 -0.155
H 5.37265 2.57512 -2.41733 0.049 0.082 0.179
H 4.38217 2.05865 -3.76422 -0.170 -0.016 -0.140
H 5.91738 1.26592 -3.45137 0.189 -0.062 -0.113
C -5.73375 -0.74216 -1.58187 -0.038 -0.170 -0.124
C -4.83918 -1.06633 -2.77353 -0.158 0.021 0.271
C -3.63666 -0.14018 -2.83900 0.114 -0.032 0.325
S -2.63491 -0.25168 -1.29325 -2.034 -1.976 -1.967
O -1.57294 0.79695 -1.45755 1.393 1.503 0.437
C -1.80002 -1.84079 -1.72785 -0.095 0.018 0.244
C -0.53630 -1.59264 -2.54052 0.208 0.052 -0.007
C 0.03874 -2.89985 -3.07258 -0.117 0.132 0.057
H -6.62252 -1.36726 -1.59366 -0.077 -0.010 0.058
H -6.04838 0.29872 -1.60821 -0.061 0.113 0.012
H -5.21150 -0.91231 -0.64209 -0.062 -0.020 0.125
H -5.40415 -0.95777 -3.70096 0.080 0.020 -0.037
H -4.52462 -2.11115 -2.72707 -0.005 0.000 -0.059
H -3.96231 0.89608 -2.89378 0.076 0.157 0.043
H -2.99686 -0.36294 -3.68865 0.244 0.065 -0.004
H -2.51376 -2.43776 -2.29480 -0.061 -0.006 0.011
H -1.58441 -2.36737 -0.78632 -0.158 0.122 -0.311
H 0.22330 -1.08680 -1.91810 -0.342 -0.107 -0.319
H -0.76771 -0.92124 -3.37288 0.125 -0.005 0.071
H 0.28786 -3.58037 -2.26052 0.022 -0.098 0.057
H 0.94254 -2.70369 -3.64303 0.062 -0.063 -0.080
H -0.68272 -3.39915 -3.71557 0.004 -0.094 -0.102

***

# 2
76
Properties=species:S:1:pos:R:3:forces:R:3 method="wB97M-V/def2-TZVPD" mol_weight_da=641.53 homo_lumo_gap_ev=10.445 lumo_ev=0.41 total_energy_ha=-7363.26762
C 0.34391 -3.34370 -4.69105 0.079 0.618 0.264
C 0.24324 -1.81659 -4.56241 0.231 -0.772 0.467
O 0.54728 -1.50546 -3.16540 0.000 0.827 -0.286
P 0.64332 0.06705 -2.84797 -0.330 -0.220 1.079
O 0.35460 0.92394 -3.98329 0.060 0.721 -0.890
C 2.26385 0.34027 -2.07974 -0.254 0.338 0.178
C 3.38482 0.66124 -3.08887 -0.718 -0.635 -0.450
C 4.30974 -0.51424 -3.43341 0.095 0.691 0.989
C 4.82876 -1.35489 -2.22354 1.469 -0.686 -1.215
C 5.15501 -0.62244 -0.90354 -0.351 -0.223 0.670
C 5.16723 -1.53625 0.34671 -0.269 0.128 -0.058
C 3.80249 -1.66885 1.04181 0.166 -0.061 0.162
Br 3.28937 -3.53114 1.38459 0.058 0.319 -0.043
C 6.18439 -1.98679 -2.68259 -0.281 -0.893 -1.051
C 5.86664 -3.42375 -3.14761 0.003 0.814 0.982
O 7.02411 -4.16154 -3.06935 -0.499 -0.673 -0.205
Br 5.07961 -3.61656 -4.95426 0.178 0.250 -0.247
N 4.81159 -3.83797 -2.23980 0.755 -0.205 -0.687
C 3.99419 -2.65558 -2.06467 1.941 -0.301 0.547
O 2.85113 -2.77358 -1.84501 -2.283 0.365 0.567
O -0.42649 0.31856 -1.65423 0.318 -0.938 -0.334
C -0.60662 -0.83267 -0.80095 0.119 0.236 1.148
C -1.28093 -0.44505 0.51498 0.186 -0.195 -0.798
H 1.07439 -3.60823 -5.45107 -0.184 -0.190 -0.175
H 0.71497 -3.72518 -3.74131 -0.010 -0.116 -0.003
H -0.63390 -3.77639 -4.88428 0.084 -0.184 -0.170
H -0.75458 -1.44586 -4.78094 0.062 0.090 -0.162
H 0.98332 -1.31163 -5.17808 -0.166 0.073 -0.146
H 2.46899 -0.49918 -1.41756 0.091 -0.090 -0.183
H 2.14100 1.21076 -1.43028 -0.247 0.004 -0.009
H 2.88239 0.95433 -4.01455 0.145 0.157 -0.038
H 3.92437 1.55147 -2.77585 0.263 -0.147 0.226
H 3.85399 -1.18569 -4.15789 -0.127 0.018 0.038
H 5.19295 -0.08699 -3.90722 -0.035 -0.022 -0.186
H 4.48904 0.21472 -0.69158 -0.034 0.028 -0.175
H 6.16632 -0.22072 -0.95697 -0.051 0.222 -0.394
H 5.86122 -1.12426 1.07828 0.069 0.070 -0.029
H 5.56513 -2.52156 0.11094 0.014 -0.054 -0.083
H 2.99275 -1.19355 0.49727 -0.050 -0.263 -0.183
H 3.83867 -1.20213 2.01969 -0.051 -0.058 0.106
H 6.87031 -2.18562 -1.85771 -0.023 0.255 0.131
H 6.72579 -1.48098 -3.48018 -0.075 0.423 0.220
H 6.79845 -5.04053 -3.41774 0.355 0.081 0.143
H 5.29430 -4.17043 -1.40617 -0.581 -0.007 0.270
H -1.20440 -1.60436 -1.27863 0.172 0.008 -0.339
H 0.38112 -1.23405 -0.55160 -0.067 -0.218 -0.193
H -0.86723 0.49575 0.87232 -0.132 -0.010 0.186
H -2.35676 -0.39196 0.36771 -0.073 0.323 0.162
H -1.07939 -1.25256 1.21722 -0.029 0.102 0.211
C -5.06717 1.18568 1.60545 -0.077 0.105 0.208
Si -4.49647 2.84102 2.27019 0.284 -0.135 -0.382
C -2.73256 2.66614 2.87449 -0.168 0.029 0.149
C -4.51967 4.07831 0.87220 -0.166 0.054 0.249
O -5.48024 3.34177 3.49636 0.007 -0.017 0.014
Si -5.98761 2.86408 4.99097 -0.136 -0.147 0.410
C -7.16678 4.12350 5.70648 0.117 0.050 -0.271
C -4.53011 2.68832 6.15431 -0.005 0.045 -0.225
C -6.87040 1.21550 4.88894 0.109 0.118 -0.157
H -4.97459 0.40601 2.36514 -0.019 -0.038 -0.043
H -4.46441 0.89360 0.74342 -0.002 0.015 -0.011
H -6.11268 1.23417 1.29335 0.009 -0.046 -0.021
H -2.38298 3.59779 3.32508 0.038 -0.020 -0.001
H -2.06846 2.41617 2.04469 -0.014 0.006 -0.013
H -2.65116 1.87519 3.62375 0.055 0.010 -0.001
H -4.16934 5.05587 1.20987 -0.015 0.015 -0.042
H -5.52847 4.19630 0.47142 0.019 0.035 -0.025
H -3.86778 3.74332 0.06278 0.002 -0.019 0.014
H -6.68433 5.09807 5.80500 -0.043 0.015 0.011
H -7.50063 3.80608 6.69637 0.011 -0.015 -0.003
H -8.04660 4.24034 5.07051 -0.009 0.035 0.028
H -3.86177 1.88941 5.82585 0.032 0.013 0.047
H -4.87343 2.45061 7.16326 -0.001 -0.002 -0.003
H -3.95631 3.61667 6.19734 0.027 -0.023 0.035
H -6.18814 0.42530 4.56818 -0.045 -0.037 0.006
H -7.69635 1.26239 4.17591 -0.010 -0.044 0.013
H -7.27601 0.93920 5.86446 0.006 -0.001 -0.001